The following is a DFT calculation (ωB97M-V/def2-TZVPD) of 13 unconnected molecules or ions with the total composition C6H39NO13 at a distorted geometry.

Properties
Energy above the lowest of the compared OMol25 structures with the same formula, charge and spin   145.7 kJ/mol
Largest force on an atom   2.11 eV/A
Kohn-Sham gap   9.30 eV
DFT total energy   -34964.33352 eV

Last column: natural (NBO) charge in e.
Cartesian coordinates (Å):
C: -2.9099 0.2279 -0.9266  -0.226
N: -1.9387 -0.2750 0.0789  -0.693
C: -0.8114 0.6624 0.2965  -0.038
C: 0.1262 0.0445 1.3807  -0.422
C: 0.7435 -1.2743 0.9492  -0.075
O: 1.2681 -1.9445 2.0763  -0.793
C: -1.2517 2.0602 0.7103  -0.635
C: -3.7483 -0.9321 -1.4199  -0.623
H: -3.5581 1.0582 -0.4875  0.176
H: -2.3402 0.6895 -1.7536  0.195
H: -2.4058 -0.4308 0.9743  0.382
H: -0.2650 0.6964 -0.6604  0.176
H: 0.9157 0.7349 1.6328  0.203
H: -0.4452 -0.0823 2.2610  0.196
H: 1.5984 -1.1300 0.2694  0.200
H: -0.0026 -1.9540 0.5005  0.169
H: 0.5209 -2.3796 2.5899  0.510
H: -1.5502 2.6442 -0.1505  0.214
H: -2.0773 1.9916 1.3885  0.219
H: -0.4822 2.5992 1.2357  0.207
H: -4.4618 -0.5920 -2.1861  0.220
H: -4.2625 -1.4397 -0.6217  0.198
H: -3.1311 -1.7553 -1.8893  0.213
H: 3.8833 -0.0648 0.5430  0.514
H: 3.4519 1.2967 -0.0819  0.489
O: 3.7350 0.3896 -0.3313  -1.026
H: 0.8427 1.0923 -3.8628  0.493
H: 0.6399 -0.4164 -3.8326  0.500
O: 1.2790 0.2760 -4.0766  -1.009
H: -2.3619 -2.6462 0.1304  0.494
H: -1.3113 -3.3851 -0.5328  0.502
O: -1.9059 -3.4736 0.2093  -0.946
H: -2.0090 -1.5678 3.0349  0.507
H: -3.3455 -1.0136 3.6278  0.485
O: -2.5561 -0.7860 3.1090  -1.000
H: 3.1256 2.4068 -1.7471  0.493
H: 3.0875 1.6455 -3.1072  0.499
O: 2.9995 2.5261 -2.6977  -0.966
H: -1.1677 -3.8853 3.1514  0.491
H: -1.3695 -3.2643 1.7723  0.518
O: -1.1018 -3.0482 2.7133  -1.002
H: -0.4085 -0.8208 -1.9745  0.467
H: 0.9497 -1.5845 -2.2253  0.513
O: -0.0200 -1.5735 -2.4975  -1.003
H: 2.8997 -1.2360 2.1861  0.513
H: 3.7114 -0.0746 2.8921  0.480
O: 3.7234 -0.7246 2.1385  -0.981
H: -1.3056 1.8599 4.6365  0.472
H: -1.5458 1.0326 3.3439  0.491
O: -1.1637 1.8509 3.6742  -0.967
H: 3.0342 3.7103 0.2169  0.493
H: 1.7694 2.8769 0.5169  0.500
O: 2.7247 2.8154 0.3227  -0.962
H: 3.0529 -0.6284 -1.5411  0.509
H: 2.4298 -0.5565 -3.0073  0.495
O: 2.6086 -1.1695 -2.2258  -1.024
H: 1.3253 2.8491 -3.0758  0.504
H: 0.3420 3.2971 -4.2243  0.479
O: 0.4261 2.7753 -3.4260  -0.988